1.
The following is a DFT calculation (wB97M-V/def2-TZVPD) of a molecular structure, C25H48BFN2O11P2S.

Values from the calculation:
Orbital gap ... 8.27 eV
Spin multiplicity ... 1
M ... 676.49 g mol⁻¹
HOMO energy ... -8.9 eV
Calculated total energy ... -85017.6057 eV
Energy relative to the best compared isomer or geometry (same formula, charge and spin) ... 0.00 kJ/mol

Positions of all 91 atoms, in Å:
C 0.505 0.846 2.276
C -0.172 -0.350 1.618
O 0.076 -0.468 0.212
B -0.477 0.464 -0.625
O 0.073 0.583 -1.888
C -1.689 1.412 -0.242
C -2.976 0.763 -0.074
C -4.100 1.431 0.285
C -5.416 0.701 0.490
C -6.599 1.345 -0.268
C -7.846 1.536 0.609
O -7.622 2.461 1.661
C -3.950 2.849 0.485
N -4.903 3.694 0.837
S -4.253 5.162 0.981
N -2.739 4.807 0.573
C -2.661 3.515 0.311
C -1.506 2.749 -0.069
C -0.155 3.413 -0.228
C -0.248 4.797 -0.914
F 0.889 5.039 -1.657
H 1.489 1.059 1.853
H -0.097 1.755 2.255
H 0.648 0.592 3.331
H 0.271 -1.240 2.071
H -1.233 -0.373 1.878
H 1.034 0.568 -1.828
H -3.015 -0.309 -0.238
H -5.616 0.607 1.561
H -5.288 -0.311 0.102
H -6.886 0.677 -1.085
H -6.346 2.316 -0.690
H -8.618 1.953 -0.051
H -8.193 0.605 1.055
H -7.599 3.348 1.297
H 0.521 2.829 -0.854
H 0.326 3.513 0.749
H -1.142 4.799 -1.541
H -0.390 5.555 -0.145
O 1.671 -2.476 6.240
P 1.600 -3.743 7.025
O 0.962 -4.834 5.976
C 1.391 -4.904 4.620
C 2.577 -5.830 4.432
O 0.273 -3.377 7.918
C -0.229 -2.043 7.955
C -1.263 -1.815 6.867
O 1.902 -4.831 8.198
C 2.836 -5.897 8.028
C 4.258 -5.412 7.832
H 1.621 -3.910 4.230
H 0.543 -5.284 4.049
H 3.444 -5.478 4.997
H 2.858 -5.885 3.380
H 2.341 -6.839 4.774
H 0.583 -1.322 7.879
H -0.686 -1.904 8.937
H -0.905 -2.149 5.893
H -1.523 -0.757 6.802
H -2.172 -2.380 7.079
H 2.510 -6.553 7.218
H 2.781 -6.490 8.942
H 4.323 -4.687 7.014
H 4.919 -6.249 7.608
H 4.621 -4.918 8.734
O 3.598 0.431 -8.134
P 2.762 1.570 -7.682
O 1.491 0.902 -6.903
C 1.632 -0.274 -6.110
C 2.002 0.034 -4.673
O 2.092 2.119 -9.055
C 2.517 1.645 -10.331
C 1.689 0.457 -10.779
O 2.590 3.050 -7.055
C 2.710 3.312 -5.655
C 4.101 3.035 -5.121
H 2.359 -0.960 -6.549
H 0.663 -0.776 -6.133
H 2.969 0.541 -4.619
H 2.067 -0.884 -4.087
H 1.257 0.681 -4.209
H 3.579 1.405 -10.321
H 2.384 2.472 -11.031
H 1.628 -0.303 -10.002
H 2.114 0.008 -11.678
H 0.667 0.771 -11.001
H 1.942 2.767 -5.106
H 2.482 4.371 -5.528
H 4.431 2.021 -5.369
H 4.121 3.153 -4.037
H 4.823 3.726 -5.556

---

2.
The following is a DFT calculation (wB97M-V/def2-TZVPD) of 2 unconnected molecules or ions with the total composition C4H13N2.

Values from the calculation:
Orbital gap ... 7.25 eV
Spin multiplicity ... 1
Charge ... +1
M ... 89.16 g mol⁻¹
HOMO energy ... -13.2 eV
Calculated total energy ... -7330.8246 eV
Energy relative to the best compared isomer or geometry (same formula, charge and spin) ... 256.91 kJ/mol

Positions of all 19 atoms, in Å:
C -2.326 -1.607 -1.661
N -1.120 -1.244 -1.768
H -2.587 -2.576 -1.252
H -3.116 -0.960 -1.941
H -0.846 -0.228 -1.836
H -0.419 -1.826 -1.326
C 0.214 -0.573 0.781
C 0.534 0.932 0.992
C 2.037 1.110 1.256
N 0.159 1.838 -0.126
H 0.474 -1.132 1.687
H -0.881 -0.723 0.521
H 0.840 -0.969 -0.040
H -0.043 1.251 1.893
H 2.284 2.146 1.419
H 2.380 0.558 2.220
H 2.643 0.740 0.433
H -0.861 1.719 -0.299
H 0.632 1.543 -0.952

---

3.
The following is a DFT calculation (wB97M-V/def2-TZVPD) of a gas-phase ion, C9H9O5 (charge -1).

Values from the calculation:
Orbital gap ... 6.45 eV
Spin multiplicity ... 1
Charge ... -1
M ... 197.17 g mol⁻¹
HOMO energy ... -3.2 eV
Calculated total energy ... -19717.6514 eV
Energy relative to the best compared isomer or geometry (same formula, charge and spin) ... 99.15 kJ/mol

Positions of all 23 atoms, in Å:
C -2.260 -0.524 -1.668
C -1.222 0.482 -1.166
O -1.474 1.673 -1.224
C 0.041 -0.026 -0.435
C 1.277 0.534 -1.218
C 2.464 -0.356 -1.441
O 1.341 1.714 -1.515
C 0.040 0.609 1.004
C -1.078 0.442 1.916
C -0.784 -0.410 3.014
O -1.405 -0.977 3.890
O 0.626 -0.674 2.927
C 1.148 -0.040 1.839
O 2.333 -0.002 1.615
H -1.882 -1.545 -1.803
H -3.096 -0.539 -0.948
H -2.667 -0.155 -2.621
H 0.085 -1.119 -0.404
H 2.194 -1.383 -1.651
H 3.049 0.022 -2.277
H 3.099 -0.336 -0.558
H 0.206 1.658 0.833
H -2.034 0.951 1.889

---

4.
The following is a DFT calculation (wB97M-V/def2-TZVPD) of 18 unconnected molecules or ions with the total composition C45H111F3N10O26.

Values from the calculation:
Orbital gap ... 4.90 eV
Spin multiplicity ... 1
M ... 1265.42 g mol⁻¹
HOMO energy ... -8.4 eV
Calculated total energy ... -124752.9959 eV

Positions of all 195 atoms, in Å:
C 0.910 2.115 5.307
C 0.842 3.069 4.119
C -0.484 3.807 4.017
C -0.729 4.810 5.114
C 0.305 5.938 5.023
C 1.783 5.452 5.084
N 1.919 4.156 4.273
O 2.993 3.908 3.872
C 2.126 5.210 6.588
C 2.762 6.458 4.440
C 1.010 2.395 2.760
H 1.742 1.415 5.216
H 0.012 1.493 5.320
H 0.966 2.557 6.302
H -1.348 3.154 4.162
H -0.599 4.341 3.072
H -0.698 4.163 5.995
H -1.700 5.303 5.096
H 0.183 6.740 5.754
H 0.273 6.528 4.103
H 1.254 4.836 7.120
H 2.377 6.182 7.011
H 3.019 4.600 6.727
H 2.558 6.736 3.405
H 3.778 6.068 4.450
H 2.780 7.402 4.986
H 2.039 2.066 2.603
H 0.802 3.063 1.925
H 0.319 1.561 2.655
C 0.946 -0.144 -0.306
O 0.410 -1.329 -0.904
O 2.280 -0.129 -0.427
C 0.200 1.216 -0.608
F 0.990 2.308 -0.413
F -0.145 1.307 -1.901
F -0.895 1.395 0.158
C -0.999 -1.529 -0.822
C -1.281 -2.988 -1.125
H -2.342 -3.240 -1.163
H -0.997 -3.168 -2.165
H -0.828 -3.743 -0.484
H -1.556 -0.862 -1.485
H -1.351 -1.334 0.199
H 0.743 -0.337 0.765
C 3.667 3.380 -4.192
C 2.370 3.293 -3.370
O 1.471 4.368 -3.596
O 4.578 4.291 -3.590
H 3.500 3.644 -5.244
H 4.207 2.437 -4.292
H 2.679 3.157 -2.333
H 1.931 2.339 -3.677
H 1.005 4.262 -4.431
H 4.084 5.065 -3.303
C 3.199 -1.564 3.098
C 3.075 -1.665 4.605
O 2.524 -2.919 5.015
O 3.452 -0.256 2.584
H 2.273 -1.896 2.613
H 3.940 -2.272 2.713
H 2.360 -0.885 4.882
H 4.108 -1.597 4.951
H 2.531 -2.909 5.977
H 3.228 -0.392 1.654
C 5.237 2.126 -0.656
C 5.912 3.469 -0.444
O 5.943 3.832 0.918
O 3.915 2.257 -0.171
H 5.741 1.350 -0.069
H 5.369 1.812 -1.694
H 5.379 4.223 -1.036
H 6.936 3.492 -0.819
H 5.181 3.425 1.343
H 3.345 1.487 -0.334
C -2.792 -4.852 3.186
C -1.369 -5.064 2.674
O -1.306 -6.390 2.138
O -3.146 -5.686 4.261
H -3.543 -4.960 2.393
H -3.040 -3.809 3.407
H -0.712 -4.993 3.546
H -1.001 -4.316 1.964
H -0.384 -6.634 2.011
H -3.266 -6.554 3.861
C -4.138 2.554 3.177
C -3.840 2.784 1.686
O -4.659 1.957 0.842
O -3.410 1.459 3.735
H -5.207 2.327 3.252
H -3.920 3.394 3.835
H -2.772 2.662 1.510
H -4.142 3.789 1.380
H -5.518 2.388 0.836
H -3.808 0.636 3.439
C 5.343 -1.997 -1.208
C 4.532 -1.647 -2.446
O 4.009 -0.319 -2.545
O 4.692 -1.556 -0.021
H 6.330 -1.530 -1.245
H 5.415 -3.074 -1.040
H 3.603 -2.195 -2.602
H 5.131 -1.797 -3.346
H 3.323 -0.152 -1.861
H 3.891 -1.072 -0.272
C -3.039 1.735 -3.205
C -1.989 2.228 -4.232
O -2.146 1.630 -5.508
O -4.347 2.153 -3.543
H -2.763 2.152 -2.239
H -3.011 0.643 -3.275
H -1.013 2.098 -3.768
H -2.096 3.306 -4.391
H -3.002 1.872 -5.870
H -4.496 1.851 -4.443
O -6.182 -6.125 -2.366
C -5.329 -5.777 -3.170
N -4.647 -4.634 -2.977
C -4.980 -6.552 -4.432
H -4.805 -4.142 -2.107
H -3.977 -4.256 -3.637
H -4.732 -5.874 -5.250
H -5.844 -7.147 -4.717
H -4.129 -7.212 -4.259
O -2.223 -8.142 -0.846
C -1.101 -7.807 -1.157
N -0.545 -6.704 -0.602
C -0.214 -8.481 -2.171
H 0.339 -6.264 -0.789
H -1.146 -6.300 0.105
H 0.771 -8.598 -1.716
H -0.054 -7.833 -3.036
H -0.604 -9.399 -2.605
O -4.460 -2.896 -0.268
C -4.720 -1.699 -0.262
N -4.517 -0.932 0.824
C -5.343 -1.077 -1.485
H -4.221 -1.334 1.697
H -4.516 0.080 0.742
H -6.008 -1.752 -2.016
H -4.572 -0.769 -2.192
H -5.876 -0.172 -1.189
O -2.073 5.773 -3.037
C -1.857 5.104 -2.041
N -0.825 4.228 -1.974
C -2.762 5.155 -0.845
H -0.719 3.845 -1.049
H -0.096 4.255 -2.683
H -2.167 4.862 0.023
H -3.660 4.544 -0.929
H -3.085 6.186 -0.703
O 0.611 -2.568 -4.366
C 0.242 -1.423 -4.591
N -1.002 -1.142 -5.025
C 1.158 -0.250 -4.307
H -1.663 -1.906 -5.121
H -1.269 -0.204 -5.282
H 0.707 0.645 -4.741
H 2.193 -0.387 -4.614
H 1.255 -0.071 -3.236
O 2.440 -5.994 -0.956
C 2.227 -4.809 -0.736
N 2.224 -3.972 -1.782
C 1.874 -4.183 0.606
H 1.937 -3.037 -1.519
H 2.362 -4.271 -2.730
H 1.668 -4.945 1.355
H 1.099 -3.418 0.561
H 2.762 -3.648 0.953
O -1.811 -0.803 5.101
C -1.059 -1.556 4.484
N -0.551 -2.658 5.071
C -0.486 -1.107 3.164
H -0.823 -2.693 6.042
H 0.328 -2.987 4.697
H -1.148 -0.584 2.477
H -0.114 -2.006 2.665
H 0.355 -0.435 3.343
O 0.472 5.365 1.060
C 1.289 5.801 0.242
N 2.359 5.101 -0.153
C 1.062 7.172 -0.342
H 2.544 4.138 0.100
H 2.874 5.479 -0.931
H 1.509 7.964 0.257
H -0.024 7.267 -0.360
H 1.339 7.327 -1.385
O -2.665 -3.421 -4.746
C -1.863 -4.300 -5.093
N -1.668 -4.434 -6.403
C -1.214 -5.226 -4.118
H -2.145 -3.770 -6.992
H -0.967 -4.992 -6.860
H -2.059 -5.608 -3.537
H -0.444 -4.763 -3.510
H -0.938 -6.158 -4.617

---

5.
The following is a DFT calculation (wB97M-V/def2-TZVPD) of a molecular structure, C43H35FeN8O3Se2Te.

Values from the calculation:
Orbital gap (spin up / spin down) ... 6.06 / 5.92 eV
Spin multiplicity ... 2
M ... 1053.17 g mol⁻¹
HOMO energy (spin up / spin down) ... -7.1 / -6.9 eV
Calculated total energy ... -235596.3952 eV
Energy relative to the best compared isomer or geometry (same formula, charge and spin) ... 182.32 kJ/mol

Positions of all 93 atoms, in Å:
Fe -0.205 0.696 0.144
O 3.974 -0.336 -1.614
C 3.720 0.317 -2.767
C 4.619 0.163 -3.820
C 4.394 0.797 -5.027
C 3.265 1.591 -5.210
C 2.375 1.755 -4.166
C 2.593 1.137 -2.934
C 1.628 1.322 -1.829
O 1.610 0.435 -0.861
N 0.854 2.370 -1.852
N -0.035 2.342 -0.781
C -0.724 3.401 -0.583
C -1.688 3.550 0.493
C -2.643 4.570 0.412
C -3.579 4.762 1.405
C -3.538 3.947 2.539
C -2.594 2.949 2.661
C -1.665 2.695 1.631
O -0.811 1.711 1.748
H 3.164 -0.246 -1.062
H 5.480 -0.477 -3.673
H 5.097 0.663 -5.839
H 3.085 2.077 -6.160
H 1.478 2.348 -4.278
H -0.570 4.231 -1.271
H -2.655 5.201 -0.472
H -4.328 5.538 1.319
H -4.258 4.102 3.334
H -2.551 2.321 3.543
Se -6.236 -2.104 3.468
N -4.493 -2.427 3.610
C -3.898 -1.745 2.671
C -2.458 -1.770 2.443
C -1.581 -2.538 3.207
C -0.241 -2.518 2.902
C 0.193 -1.693 1.871
N -0.622 -0.923 1.166
C -1.941 -0.979 1.422
C -2.805 -0.149 0.585
N -2.201 0.601 -0.359
C -2.943 1.370 -1.136
C -4.329 1.440 -1.030
C -4.955 0.682 -0.072
C -4.187 -0.133 0.758
C -4.757 -0.950 1.823
N -6.034 -1.006 2.083
H -1.973 -3.120 4.031
H 0.472 -3.108 3.460
H 1.236 -1.640 1.593
H -2.411 1.939 -1.887
H -4.883 2.086 -1.695
H -6.030 0.698 0.057
C 6.773 0.640 6.051
C 5.662 0.840 5.053
C 5.462 -0.048 4.006
C 4.436 0.126 3.083
C 4.286 -0.868 1.962
C 3.574 1.224 3.209
Te 1.976 1.515 1.816
C 3.761 2.133 4.261
C 2.888 3.347 4.477
C 4.804 1.924 5.159
H 7.314 -0.285 5.859
H 6.377 0.605 7.067
H 7.484 1.467 6.006
H 6.120 -0.904 3.900
H 5.078 -1.615 1.995
H 4.328 -0.375 0.989
H 3.326 -1.384 2.033
H 1.975 3.305 3.888
H 3.426 4.254 4.196
H 2.610 3.429 5.529
H 4.940 2.635 5.969
C -3.451 -2.030 -2.628
N -2.407 -2.732 -3.335
C -1.075 -2.561 -3.131
Se -0.172 -1.387 -2.043
N -0.449 -3.423 -3.972
C -1.365 -4.132 -4.735
C -1.226 -5.085 -5.727
C -2.390 -5.560 -6.316
C -3.646 -5.106 -5.914
C -3.783 -4.166 -4.902
C -2.620 -3.687 -4.326
H -2.979 -1.361 -1.912
H -4.094 -2.733 -2.097
H -4.057 -1.442 -3.319
H 0.555 -3.459 -4.023
H -0.253 -5.443 -6.037
H -2.319 -6.295 -7.106
H -4.532 -5.488 -6.404
H -4.756 -3.817 -4.582

---

Repeat the third record exactly.
The following is a DFT calculation (wB97M-V/def2-TZVPD) of a gas-phase ion, C9H9O5 (charge -1).

Values from the calculation:
Orbital gap ... 6.45 eV
Spin multiplicity ... 1
Charge ... -1
M ... 197.17 g mol⁻¹
HOMO energy ... -3.2 eV
Calculated total energy ... -19717.6514 eV
Energy relative to the best compared isomer or geometry (same formula, charge and spin) ... 99.15 kJ/mol

Positions of all 23 atoms, in Å:
C -2.260 -0.524 -1.668
C -1.222 0.482 -1.166
O -1.474 1.673 -1.224
C 0.041 -0.026 -0.435
C 1.277 0.534 -1.218
C 2.464 -0.356 -1.441
O 1.341 1.714 -1.515
C 0.040 0.609 1.004
C -1.078 0.442 1.916
C -0.784 -0.410 3.014
O -1.405 -0.977 3.890
O 0.626 -0.674 2.927
C 1.148 -0.040 1.839
O 2.333 -0.002 1.615
H -1.882 -1.545 -1.803
H -3.096 -0.539 -0.948
H -2.667 -0.155 -2.621
H 0.085 -1.119 -0.404
H 2.194 -1.383 -1.651
H 3.049 0.022 -2.277
H 3.099 -0.336 -0.558
H 0.206 1.658 0.833
H -2.034 0.951 1.889